60
Properties=species:S:1:pos:R:3:mulliken_charge:R:1 method="wB97M-V/def2-TZVPD" gap_ev="6.84 / 7.82" charge=+1 e_lumo_ev="-5.763 / -4.783" spin_multiplicity=3 s2=2.055 e_tot_ev=-138954.050 e_homo_ev="-12.6 / -12.6" largest_force_ev_per_a=0.52
Co -0.73 -0.29 0.09 0.285
C -1.25 3.54 2.21 -1.849
C -1.53 2.84 0.90 1.630
C -1.13 3.69 -0.30 -1.582
C -2.99 2.43 0.81 -1.673
O -0.75 1.62 0.86 0.195
Ge 1.06 1.36 1.22 -0.309
O 0.97 0.45 -0.47 1.039
C 1.82 0.48 -1.66 1.521
C 0.96 0.18 -2.87 -1.695
C 2.41 1.88 -1.74 -1.808
C 2.90 -0.57 -1.48 -1.414
O 0.19 -0.48 1.64 -0.177
C 0.80 -1.72 2.17 1.743
C 0.61 -2.84 1.16 -1.583
C 0.10 -2.01 3.49 -1.476
C 2.27 -1.42 2.38 -1.977
H -1.85 4.45 2.29 0.463
H -0.20 3.83 2.30 0.457
H -1.50 2.89 3.05 0.368
H -1.72 4.61 -0.34 0.485
H -1.28 3.14 -1.23 0.276
H -0.08 3.98 -0.23 0.371
H -3.64 3.31 0.86 0.614
H -3.25 1.77 1.64 0.356
H -3.19 1.93 -0.14 0.244
H 0.16 0.92 -2.98 0.292
H 0.51 -0.81 -2.81 0.339
H 1.58 0.21 -3.77 0.532
H 1.62 2.62 -1.82 0.317
H 3.04 1.96 -2.63 0.463
H 3.04 2.10 -0.88 0.443
H 2.47 -1.57 -1.38 0.235
H 3.52 -0.36 -0.61 0.324
H 3.56 -0.59 -2.35 0.469
H -0.44 -3.10 1.05 0.362
H 1.14 -3.72 1.50 0.542
H 1.03 -2.56 0.19 0.087
H -0.97 -2.15 3.34 0.257
H 0.25 -1.19 4.19 0.360
H 0.51 -2.92 3.93 0.417
H 2.76 -1.19 1.43 0.312
H 2.77 -2.30 2.80 0.494
H 2.42 -0.59 3.07 0.457
O -3.15 -1.20 2.47 -0.548
C -3.31 -1.12 1.29 0.253
N -2.28 -1.40 0.33 -0.139
S -2.81 -1.14 -1.18 1.048
O -2.86 -2.22 -2.09 -0.682
O -1.78 -0.08 -1.53 -0.468
C -4.39 -0.54 -0.78 0.478
C -5.40 -0.15 -1.63 -0.752
C -6.62 0.17 -1.04 -0.532
C -6.79 0.06 0.34 -0.576
C -5.77 -0.37 1.17 -0.591
C -4.55 -0.67 0.58 0.390
H -5.26 -0.09 -2.70 0.513
H -7.44 0.50 -1.66 0.435
H -7.76 0.31 0.77 0.430
H -5.90 -0.46 2.24 0.534